# 1
# C51H44BN12O3S2Ta

A structure of composition C51H44BN12O3S2Ta at a distorted geometry (the ωB97M-V functional and the def2-TZVPD basis, OMol25).

## Properties
- frontier orbital gap (eV) = 7.50
- E_tot (hartree) = -3730.9566
- highest occupied orbital energy (eV) = -7.923
- energy above the lowest of the compared OMol25 structures with the same formula, charge and spin (eV) = 0.000
- largest force on an atom (eV/A) = 3.3

Geometry (Å):
Ta: -16.94655 7.52032 -13.66279
C: -17.67764 3.73516 -15.28054
C: -16.58052 4.81415 -15.28015
N: -16.37344 5.52757 -13.98428
N: -15.62931 4.68739 -13.20681
C: -15.27202 5.13519 -12.08110
S: -15.83233 6.68382 -11.65902
S: -14.04997 4.35454 -11.03415
C: -14.58089 2.57687 -11.23713
C: -13.45184 1.65255 -11.70780
C: -13.15326 1.40342 -13.05604
C: -12.24397 0.46927 -13.43561
C: -11.63617 -0.32010 -12.46593
C: -11.87510 -0.12957 -11.15088
C: -12.76436 0.89133 -10.76990
C: -15.70097 4.99163 -16.27260
C: -15.85088 4.53131 -17.62833
C: -15.10066 4.68923 -18.72535
C: -13.76486 5.22959 -18.97971
C: -12.90025 5.57260 -18.00906
C: -14.56606 5.92426 -16.03386
O: -13.87049 6.11914 -14.73264
H: -18.66856 4.18608 -15.28202
H: -17.60837 3.23638 -14.30636
H: -17.60235 2.98109 -16.08684
H: -15.32785 2.65409 -12.00837
H: -14.99452 2.22283 -10.26484
H: -13.62890 1.96815 -13.80845
H: -12.12311 0.11923 -14.47452
H: -10.98898 -1.17955 -12.71458
H: -11.38800 -0.72050 -10.39583
H: -12.88017 1.01204 -9.69857
H: -16.70355 3.86923 -17.82101
H: -15.54579 4.25932 -19.60919
H: -13.49790 5.35764 -20.01599
H: -11.87853 5.79407 -18.28340
C: -14.98230 12.77492 -13.92515
C: -14.99855 11.36450 -13.35576
C: -14.39753 10.97351 -12.19073
C: -14.68583 9.63090 -12.03648
N: -15.48933 9.23503 -13.06790
N: -15.65173 10.30569 -13.88209
B: -16.39259 10.41497 -15.22653
N: -17.85690 10.37016 -15.01248
N: -18.37457 9.43930 -14.23482
C: -19.73632 9.57171 -14.26509
C: -20.00877 10.64950 -15.11260
C: -18.80735 11.13786 -15.56823
C: -18.56262 12.23991 -16.53973
C: -20.77874 8.82048 -13.62984
C: -21.50668 7.99146 -14.45132
C: -22.64491 7.42109 -13.90656
C: -23.13716 7.80284 -12.65214
C: -22.33875 8.62448 -11.82888
C: -21.19242 9.21026 -12.34137
N: -15.95596 9.28163 -16.10553
N: -15.67354 8.05594 -15.56094
C: -14.95675 7.33756 -16.43376
C: -14.70984 8.12023 -17.54957
C: -15.36681 9.33227 -17.33151
C: -15.63142 10.40148 -18.32211
C: -13.21792 5.29800 -16.58130
C: -13.17924 3.79019 -16.41394
C: -12.25926 3.21300 -15.61584
C: -11.39233 4.02510 -14.73557
C: -11.51646 5.34411 -14.60657
C: -12.58787 6.01220 -15.43472
C: -13.90519 8.84700 -11.07578
C: -12.90760 8.01533 -11.57812
C: -12.12349 7.28355 -10.72284
C: -12.37356 7.34579 -9.37750
C: -13.27029 8.29151 -8.89134
C: -14.00999 9.07717 -9.73511
H: -14.54478 13.47475 -13.23711
H: -15.99334 13.06322 -14.15104
H: -14.39011 12.90866 -14.80283
H: -13.86351 11.63291 -11.51924
H: -16.05042 11.49745 -15.68109
H: -20.95150 11.08431 -15.30629
H: -19.21775 13.13901 -16.42001
H: -18.71907 11.93358 -17.53929
H: -17.49768 12.56662 -16.52784
H: -21.11667 7.86155 -15.47522
H: -23.28154 6.82544 -14.52046
H: -23.98424 7.29760 -12.22539
H: -22.70398 8.99546 -10.88815
H: -20.52334 9.82388 -11.73843
H: -14.16168 7.98369 -18.43543
H: -14.79171 10.65075 -18.94450
H: -15.92902 11.29640 -17.76287
H: -16.49891 10.14367 -18.92822
H: -13.79725 3.17006 -17.03064
H: -12.21557 2.15192 -15.56716
H: -10.66761 3.48059 -14.16712
H: -10.85516 5.94643 -13.96905
H: -12.28933 7.07396 -15.77652
H: -12.74622 8.02880 -12.64370
H: -11.30274 6.66225 -11.13705
H: -11.86958 6.65861 -8.74788
H: -13.37464 8.29387 -7.84976
H: -14.73871 9.83654 -9.34408
N: -19.14487 5.69150 -11.36568
C: -18.71716 6.93434 -11.26861
O: -18.47414 7.63620 -12.34614
C: -18.64069 7.60255 -10.05660
C: -17.98878 8.89004 -9.94694
N: -17.52123 9.92422 -10.04267
C: -19.14572 6.88353 -8.91847
N: -19.59022 6.10272 -8.18331
H: -19.38640 5.16702 -10.51075
H: -19.61495 5.41459 -12.23191
O: -18.30838 7.32845 -17.38435
C: -18.23259 7.09239 -16.24722
N: -18.22422 6.77462 -15.09256

***

# 2
# C11H13F3N4O2

The molecule C11H13F3N4O2 at a distorted geometry (the ωB97M-V functional and the def2-TZVPD basis, OMol25).

## Properties
- frontier orbital gap (eV) = 8.75
- E_tot (hartree) = -1096.0543
- highest occupied orbital energy (eV) = -8.302
- structure (SMILES) = COCCCn1c(=O)[nH]c2c(N)nc(C(F)(F)F)cc21
- energy above the lowest of the compared OMol25 structures with the same formula, charge and spin (eV) = 0.000
- largest force on an atom (eV/A) = 5.4

Geometry (Å):
C: -1.20366 2.72244 4.20921
O: -0.38133 2.83034 2.99787
C: -0.95634 2.13983 1.84883
C: -0.12916 2.34230 0.65308
C: -0.87246 1.82979 -0.60764
N: -0.82380 0.32109 -0.76986
C: -2.03562 -0.38219 -0.58777
O: -2.93241 -0.02558 0.10815
N: -1.87620 -1.62556 -1.09849
C: -0.57455 -1.87054 -1.36122
C: 0.28504 -2.97763 -1.63214
N: -0.17462 -4.12079 -2.07808
N: 1.60868 -2.91491 -1.65088
C: 2.19045 -1.65741 -1.56368
C: 3.62668 -1.44128 -1.77686
F: 4.24651 -2.61047 -1.46054
F: 4.16402 -0.30744 -1.18592
F: 3.78035 -1.24379 -3.15178
C: 1.45843 -0.47441 -1.20943
C: 0.12248 -0.64215 -1.01575
H: -1.34425 1.72972 4.61048
H: -0.58004 3.23755 4.94405
H: -2.18291 3.16825 4.07103
H: -1.00995 1.02025 2.00174
H: -2.04583 2.42733 1.75571
H: 0.70672 1.75413 0.82602
H: 0.11246 3.37650 0.61852
H: -1.86935 2.25180 -0.53159
H: -0.40333 2.22326 -1.49838
H: -2.45732 -2.34904 -0.76128
H: 0.55437 -4.79353 -2.03768
H: -1.07513 -4.34299 -1.61767
H: 2.07211 0.40516 -1.04807

***

# 3
# C14H52N6O12

A cluster of 12 separate species, C14H52N6O12 in total at a distorted geometry (the ωB97M-V functional and the def2-TZVPD basis, OMol25).

## Properties
- frontier orbital gap (eV) = 8.75
- E_tot (hartree) = -1795.8414
- highest occupied orbital energy (eV) = -8.890
- structure (SMILES) = NC(N)=O.NC(N)=O.NC(N)=O.CCO.CCO.CO.CO.CO.CO.CO.CO.CO
- energy above the lowest of the compared OMol25 structures with the same formula, charge and spin (eV) = 4.033
- largest force on an atom (eV/A) = 8.1

Geometry (Å):
N: -0.06379 -0.62393 -0.12571
C: 0.30638 0.62049 -0.09884
N: -0.62845 1.45465 0.08613
O: 1.59917 1.08253 -0.28661
H: 0.69925 -1.25164 -0.27597
H: -0.92666 -1.02492 0.26213
H: -0.34069 2.47461 0.40488
H: -1.55998 1.13353 0.06377
N: 0.06874 3.82221 0.85313
C: 0.32182 3.59819 2.10471
N: -0.74810 3.82815 2.88624
O: 1.50055 3.15461 2.60708
H: 0.98504 3.94849 0.33353
H: -0.79658 4.30271 0.56878
H: -0.61535 3.59635 3.91032
H: -1.65684 3.91129 2.53595
N: -1.94379 -3.27313 3.05223
C: -1.23614 -3.10259 1.98984
N: -0.02473 -3.63639 2.01241
O: -1.72169 -2.27667 0.99007
H: -2.82309 -2.72238 3.06184
H: -1.71877 -3.79084 3.87975
H: 0.60661 -3.47505 1.18088
H: 0.16606 -4.42649 2.62543
C: 1.45955 -0.56758 -3.27353
C: 0.19681 0.18591 -3.50911
O: -0.80229 -0.58021 -2.89471
H: 1.55391 -1.47828 -3.87743
H: 1.52843 -0.95073 -2.29299
H: 2.28878 0.10496 -3.50644
H: 0.11219 0.12006 -4.57876
H: 0.23129 1.08247 -2.94488
H: -0.46905 -0.70209 -2.00746
C: -1.06280 -3.72103 -2.13741
C: -2.05694 -3.86311 -3.31786
O: -1.22996 -4.17477 -4.48562
H: -1.57735 -3.51360 -1.17670
H: -0.27887 -2.99873 -2.09497
H: -0.50444 -4.66574 -1.96579
H: -2.61341 -2.90016 -3.41969
H: -2.86652 -4.57803 -3.05227
H: -0.81014 -3.33785 -4.75336
C: -2.63512 0.97184 2.93476
O: -3.89703 1.39710 3.27440
H: -2.02767 1.78704 2.50598
H: -2.73624 0.32844 2.01336
H: -2.12110 0.54911 3.78370
H: -4.43672 0.75477 3.76053
C: -0.40393 3.81808 -2.31293
O: -1.47048 2.94226 -1.97248
H: -0.77860 4.64328 -2.93067
H: 0.29597 3.29190 -3.01416
H: 0.18706 4.20872 -1.47272
H: -1.15985 2.17699 -1.47521
C: -3.60761 -0.42953 -0.91616
O: -3.28787 0.98321 -0.70357
H: -4.57544 -0.54366 -1.41540
H: -3.68232 -0.94469 0.03646
H: -2.90290 -0.94976 -1.54693
H: -3.98206 1.49415 -1.11715
C: 2.60481 -2.52129 0.04665
O: 1.41220 -3.14620 -0.29631
H: 3.10189 -2.09138 -0.82559
H: 3.23625 -3.26801 0.43932
H: 2.52021 -1.60833 0.72732
H: 1.64630 -4.00845 -0.69821
C: 0.50275 -0.29431 3.06645
O: 1.33733 -1.41782 3.10527
H: 1.17997 0.54001 2.75010
H: 0.07194 -0.03790 4.03481
H: -0.35576 -0.39544 2.39960
H: 0.86298 -2.26465 2.93795
C: 3.84526 0.86395 1.75130
O: 4.71190 0.44730 2.79188
H: 4.33716 1.09410 0.80767
H: 3.46545 1.80508 2.08606
H: 3.01845 0.11658 1.72860
H: 4.22128 0.32819 3.59294
C: 3.29387 3.19181 -1.88392
O: 2.90909 3.44701 -0.49824
H: 2.39633 3.36287 -2.48051
H: 3.61914 2.14394 -1.97349
H: 4.13006 3.86500 -2.18949
H: 2.60487 2.58342 -0.18496

***

# 4
# C7H10N2O6

The molecule C7H10N2O6 at a distorted geometry (the ωB97M-V functional and the def2-TZVPD basis, OMol25).

## Properties
- frontier orbital gap (eV) = 10.54
- E_tot (hartree) = -833.5276
- highest occupied orbital energy (eV) = -10.708
- structure (SMILES) = N#C[C@]1(O)C[C@@H](O)[C@H](O)[C@@H](O)[C@@H]1[N+](=O)[O-]
- energy above the lowest of the compared OMol25 structures with the same formula, charge and spin (eV) = 2.294
- largest force on an atom (eV/A) = 3.8

Geometry (Å):
N: -1.37623 -2.62753 1.06414
C: -0.48846 -2.00879 0.65455
C: 0.70975 -1.22005 0.32115
O: 1.82815 -2.07655 0.23275
C: 1.02337 -0.20111 1.39995
C: -0.27313 0.68795 1.44910
O: -0.05152 1.74327 2.37993
C: -0.47504 1.54427 0.08321
O: -1.71654 2.20351 0.26475
C: -0.58797 0.70500 -1.18244
O: -0.38075 1.46944 -2.36557
C: 0.47177 -0.35298 -1.20514
N: 0.04986 -1.49101 -2.09659
O: 0.98995 -2.19179 -2.44890
O: -1.12464 -1.71658 -2.22513
H: 1.88219 -2.74877 -0.49954
H: 1.95190 0.43392 1.05989
H: 1.33144 -0.73878 2.24704
H: -1.23649 0.32553 1.65142
H: 0.11922 1.26967 3.23156
H: 0.46085 2.21373 0.15839
H: -1.81360 2.76450 1.06185
H: -1.54823 0.11441 -1.28622
H: -1.16648 1.97604 -2.40941
H: 1.42063 -0.07730 -1.54073